Record 1
Below is a cluster of 2 separate species, C4H9NO2 in total in a non-equilibrium geometry, with properties calculated with ωB97M-V with the def2-TZVPD basis set.

```
! RIJCOSX wB97M-V def2-TZVPD def2/J DEFGRID3
* xyz 0 1
O -0.800 0.661 1.236
O -1.031 -0.200 -0.784
N -2.863 0.638 0.281
C 1.426 0.867 -0.823
C 0.980 -0.007 0.291
C -1.523 0.335 0.241
C 1.107 -1.484 0.195
H 2.148 -1.733 0.444
H 1.244 0.379 1.266
H 0.472 -1.974 0.932
H 1.181 0.456 -1.798
H 2.516 0.976 -0.728
H -3.259 0.877 1.173
H -3.457 0.203 -0.403
H 0.993 1.863 -0.729
H 0.866 -1.858 -0.796
*
```

The HOMO energy comes out at -9.3 eV. The energy above the lowest of the compared OMol25 structures with the same formula, charge and spin comes out at 2.205 eV.

Record 2
Below is the ion C5H14NSi with charge +1 in a non-equilibrium geometry, with properties calculated with ωB97M-V with the def2-TZVPD basis set.

```
! RIJCOSX wB97M-V def2-TZVPD def2/J DEFGRID3
* xyz 1 1
Si 0.542 2.103 1.271
N -0.824 0.132 -0.567
C 0.953 -0.888 0.768
C -0.062 0.204 1.090
C 0.292 -0.216 -1.509
C 1.414 -0.854 -0.668
C -1.933 -0.899 -0.399
H -2.176 -1.046 -1.406
H 0.484 0.700 -1.913
H -0.858 2.533 0.867
H -1.756 -1.838 0.138
H -0.160 -0.776 -2.222
H 1.515 -1.789 -1.176
H -0.733 -0.025 1.799
H 1.522 2.111 -0.005
H -1.414 0.926 -0.687
H -2.614 -0.413 0.270
H 2.273 -0.142 -0.845
H 1.006 2.945 2.377
H 1.803 -1.035 1.400
H 0.533 -1.868 1.031
*
```

The HOMO energy comes out at -14.7 eV. The SMILES is C[N@@H+]1CCC[C@H]1[SiH3]. The energy above the lowest of the compared OMol25 structures with the same formula, charge and spin comes out at 4.196 eV.

Record 3
Below is a cluster of 2 separate species, C3H4N2 in total in a non-equilibrium geometry, with properties calculated with ωB97M-V with the def2-TZVPD basis set.

```
! RIJCOSX wB97M-V def2-TZVPD def2/J DEFGRID3
* xyz 0 1
N 0.355 -0.801 -0.506
N -0.315 0.511 -0.833
C -0.572 -0.846 0.660
C 1.055 0.385 -0.634
C -1.190 0.259 0.272
H -2.162 0.816 0.499
H 1.787 0.885 0.697
H -0.712 -1.679 1.222
H 1.754 0.471 -1.376
*
```

The HOMO energy comes out at -9.4 eV. The energy above the lowest of the compared OMol25 structures with the same formula, charge and spin comes out at 6.597 eV.

Record 4
Below is a structure of composition C3H6ErO4 in a non-equilibrium geometry, with properties calculated with ωB97M-V with the def2-TZVPD basis set.

```
! RIJCOSX wB97M-V def2-TZVPD def2/J DEFGRID3
* xyz 2 5
Er 1.628 2.554 2.534
O 0.276 3.015 0.453
O -2.019 2.413 -0.596
O 1.156 1.404 -0.783
O 0.602 3.291 -1.767
C 0.440 2.522 -0.709
C 1.140 2.499 -2.841
C 1.682 1.258 -2.118
H -2.282 3.025 -1.291
H 1.920 3.086 -3.335
H 2.774 1.234 -2.048
H -1.554 2.988 0.252
H 0.337 2.268 -3.547
H 1.292 0.319 -2.520
*
```

The HOMO energy (spin up / spin down) comes out at -17.1 / -17.8 eV. The expectation value of S² is 6.002.

Record 5
Below is a structure of composition C12H21F9N3O3PSSi2Tl in a non-equilibrium geometry, with properties calculated with ωB97M-V with the def2-TZVPD basis set.

```
! RIJCOSX wB97M-V def2-TZVPD def2/J DEFGRID3
* xyz 3 1
Tl 1.845 -2.926 -6.357
S 0.888 0.523 -4.926
P 3.281 1.934 2.851
Si -0.754 -0.174 1.680
Si 1.815 0.899 1.527
F -0.389 0.077 -4.039
F 2.754 -1.059 -3.876
F 3.119 1.074 -3.644
F -0.123 0.827 -6.145
F 0.789 2.070 -4.510
F 0.936 -1.025 -1.763
F 0.834 1.274 -1.789
F 2.133 0.877 -5.928
F 0.998 -1.076 -5.508
O 0.664 0.118 2.563
O 2.687 2.157 4.373
O 4.748 1.217 2.901
N -1.269 -1.874 1.653
N -4.728 2.432 3.123
N 3.500 3.422 2.216
C 2.878 0.248 -1.146
C -4.319 1.369 3.824
C -2.573 -4.363 -0.191
C -2.728 2.071 1.505
C 2.130 0.128 -3.572
C 2.660 -0.332 0.303
C -3.101 0.580 3.394
C -2.253 0.876 2.225
C -2.354 -1.937 0.611
C -1.972 -2.958 -0.563
C -3.955 2.746 2.058
C 1.590 0.156 -2.086
H 2.182 -1.341 0.345
H -2.197 2.448 0.598
H -3.683 -4.374 -0.080
H -2.514 -0.943 0.101
H 3.235 1.310 -1.135
H -3.321 -2.264 1.068
H -0.860 -3.083 -0.638
H 1.035 1.867 0.728
H 3.668 -0.345 -1.684
H 1.859 2.680 4.297
H -4.283 3.660 1.493
H -1.776 -2.060 2.533
H -2.134 -4.668 0.797
H -2.377 -2.600 -1.540
H 3.695 -0.471 0.738
H -0.481 0.188 0.278
H 2.919 3.525 1.367
H -2.265 -5.152 -0.923
H 5.302 1.552 2.163
H -4.899 1.041 4.720
H -2.835 -0.319 4.007
*
```

The HOMO energy comes out at -16.9 eV.

Record 6
Below is a cluster of 14 separate species, C48H122N14O23 in total in a non-equilibrium geometry, with properties calculated with ωB97M-V with the def2-TZVPD basis set.

```
! RIJCOSX wB97M-V def2-TZVPD def2/J DEFGRID3
* xyz 2 1
O 10.341 3.756 -13.081
O 17.796 7.630 -19.989
O 12.415 -0.094 -21.767
O 11.166 4.374 -23.438
O 15.705 3.447 -18.188
O 9.883 5.577 -17.438
O 14.065 1.291 -21.773
O 12.000 5.651 -17.818
O 20.771 2.374 -16.848
O 15.130 0.986 -16.421
O 17.275 1.324 -16.339
O 10.835 4.926 -21.356
O 18.954 9.089 -21.010
O 13.485 8.508 -24.278
O 16.773 8.997 -21.322
O 12.193 10.978 -18.679
O 14.976 6.958 -23.974
O 9.162 4.305 -22.540
O 17.475 5.888 -24.085
O 14.044 -0.517 -20.456
O 15.045 8.216 -25.730
O 16.478 -0.640 -16.796
O 10.665 7.242 -18.550
N 13.300 4.068 -14.367
N 20.545 6.490 -24.096
N 19.988 5.148 -17.982
N 14.512 7.921 -24.641
N 13.434 2.535 -25.915
N 12.185 12.065 -21.335
N 10.394 4.524 -22.464
N 14.669 5.408 -20.245
N 16.289 0.543 -16.470
N 17.826 8.612 -20.791
N 16.374 10.109 -16.984
N 13.532 0.252 -21.310
N 18.330 -2.165 -20.865
N 10.850 6.139 -17.953
C 14.932 4.421 -25.421
C 21.772 -3.450 -22.255
C 20.584 7.944 -23.604
C 13.937 4.600 -13.088
C 13.876 4.934 -26.377
C 14.155 0.206 -26.541
C 20.135 5.655 -22.900
C 14.893 6.159 -18.967
C 16.567 11.677 -18.897
C 11.039 4.944 -13.459
C 21.919 6.074 -24.529
C 18.050 -1.368 -19.562
C 15.790 5.367 -21.263
C 19.565 6.372 -25.248
C 13.343 9.802 -21.067
C 12.806 3.871 -26.450
C 20.462 3.913 -18.658
C 17.270 -3.238 -21.096
C 11.998 10.575 -21.080
C 13.296 8.142 -15.603
C 13.052 2.592 -14.192
C 14.513 8.562 -16.430
C 18.482 5.228 -18.070
C 20.039 2.598 -18.030
C 20.529 5.307 -16.579
C 13.538 -1.104 -27.069
C 15.815 10.462 -18.387
C 11.961 4.763 -14.656
C 16.948 -0.302 -21.488
C 14.261 4.248 -15.513
C 18.085 6.685 -25.088
C 17.419 9.022 -17.124
C 13.223 1.400 -26.878
C 20.302 -2.967 -22.335
C 13.533 6.075 -21.066
C 17.621 12.037 -17.867
C 17.177 11.346 -16.593
C 19.719 -2.741 -20.919
C 11.508 10.971 -17.446
C 15.397 9.739 -15.925
C 20.520 6.386 -18.739
C 18.184 -1.083 -21.896
C 11.370 10.458 -19.704
C 16.942 -0.334 -19.963
C 14.900 2.939 -25.755
C 15.180 3.046 -19.492
C 12.800 2.184 -24.583
C 14.166 4.004 -20.026
H 13.536 1.808 -27.840
H 11.296 12.509 -21.561
H 15.388 2.794 -26.719
H 11.063 9.412 -19.565
H 14.879 4.060 -13.038
H 20.332 -2.074 -20.314
H 20.101 4.637 -23.286
H 15.858 12.499 -19.010
H 12.991 1.148 -24.324
H 12.160 1.186 -26.967
H 16.851 0.668 -21.968
H 15.918 4.765 -25.737
H 17.889 -2.092 -18.770
H 13.090 2.881 -23.799
H 16.099 -0.939 -21.734
H 14.757 10.726 -18.402
H 21.597 5.098 -16.569
H 21.123 8.637 -24.242
H 15.732 5.723 -18.431
H 21.093 7.867 -22.646
H 12.570 12.514 -20.500
H 13.847 9.943 -20.111
H 15.769 9.395 -14.962
H 14.009 -2.026 -26.737
H 18.085 4.406 -17.475
H 14.988 7.581 -16.520
H 17.945 11.163 -15.844
H 13.482 5.883 -26.001
H 20.274 1.804 -18.743
H 12.772 6.155 -20.291
H 14.583 0.172 -25.541
H 13.179 3.949 -19.568
H 19.783 -3.645 -23.016
H 14.682 2.120 -19.191
H 20.312 6.266 -16.120
H 14.042 6.468 -18.369
H 11.319 10.203 -21.843
H 12.676 9.031 -15.457
H 18.139 6.197 -17.728
H 15.488 4.966 -22.223
H 19.771 -3.703 -20.409
H 17.600 6.654 -26.069
H 16.122 6.395 -21.417
H 16.255 -2.851 -21.050
H 18.609 11.693 -18.180
H 15.822 2.623 -17.697
H 20.329 -2.058 -22.938
H 22.033 -4.358 -21.709
H 21.861 5.081 -24.967
H 13.207 4.439 -12.305
H 10.358 10.880 -19.616
H 22.588 6.024 -23.669
H 20.976 1.456 -16.661
H 17.427 -4.029 -20.367
H 12.197 5.762 -15.015
H 13.614 -1.056 -28.158
H 12.209 11.304 -16.676
H 16.949 0.616 -19.436
H 10.379 5.811 -13.537
H 20.175 3.965 -19.710
H 17.364 -3.649 -22.101
H 19.001 2.629 -17.680
H 13.990 3.600 -21.027
H 12.724 7.477 -16.253
H 18.104 -1.548 -22.875
H 15.880 9.513 -18.918
H 21.608 6.409 -18.708
H 16.936 11.499 -19.907
H 15.360 2.314 -24.991
H 10.676 11.678 -17.430
H 15.335 7.053 -19.429
H 16.413 11.909 -16.051
H 14.287 5.299 -27.320
H 13.987 2.036 -14.149
H 12.372 3.829 -27.445
H 12.856 12.348 -22.054
H 18.862 -0.683 -19.308
H 13.874 3.959 -16.486
H 16.026 -0.846 -19.665
H 14.512 5.309 -15.498
H 22.185 -3.654 -23.243
H 11.558 5.267 -12.547
H 11.755 2.425 -24.770
H 15.010 0.374 -27.200
H 12.466 -1.145 -26.875
H 13.970 7.011 -21.402
H 12.440 2.196 -14.997
H 13.082 8.748 -21.028
H 12.137 4.149 -25.637
H 14.110 8.897 -17.389
H 11.438 4.188 -15.418
H 18.127 9.252 -17.920
H 22.309 6.873 -25.154
H 15.949 2.692 -20.181
H 17.860 7.730 -24.842
H 11.165 10.001 -17.076
H 20.078 7.205 -18.184
H 19.529 8.160 -23.455
H 13.290 5.367 -21.850
H 13.625 7.723 -14.653
H 20.082 4.463 -16.054
H 20.973 5.673 -22.204
H 21.553 3.863 -18.711
H 14.149 5.659 -13.219
H 19.899 7.127 -25.961
H 14.040 10.102 -21.846
H 9.428 4.031 -12.954
H 16.644 4.918 -20.754
H 16.955 8.096 -17.459
H 19.627 5.368 -25.667
H 14.924 4.562 -24.343
H 17.924 8.934 -16.166
H 19.214 6.065 -22.499
H 22.357 -2.652 -21.791
H 16.582 6.202 -23.857
H 14.634 10.510 -15.828
H 15.114 3.637 -15.220
H 12.564 2.521 -13.221
H 19.068 -0.457 -21.755
H 20.219 6.345 -19.782
H 18.181 5.004 -19.090
H 17.797 13.085 -17.628
*
```

The HOMO energy comes out at -9.2 eV. The energy above the lowest of the compared OMol25 structures with the same formula, charge and spin comes out at 0.000 eV.